# 1
{"formula": "C20H32BBrO18", "method": "wB97M-V/def2-TZVPD", "charge": 0, "smiles": "CCOB(O)C1=C(CC(=O)Br)C(=O)OC1=O.COC(=O)OC.COC(=O)OC.COC(=O)OC.COC(=O)OC", "max_force_ha_per_bohr": 0.044, "homo_lumo_gap_ha": 0.3574, "species": ["C", "C", "O", "B", "O", "C", "C", "C", "C", "O", "Br", "C", "O", "O", "C", "O", "H", "H", "H", "H", "H", "H", "H", "H", "C", "O", "C", "O", "O", "C", "H", "H", "H", "H", "H", "H", "C", "O", "C", "O", "O", "C", "H", "H", "H", "H", "H", "H", "C", "O", "C", "O", "O", "C", "H", "H", "H", "H", "H", "H", "C", "O", "C", "O", "O", "C", "H", "H", "H", "H", "H", "H"], "xyz": [[-5.47, 5.03, -3.79], [-4.26, 4.36, -4.42], [-3.63, 3.43, -3.52], [-2.66, 3.79, -2.69], [-2.40, 5.12, -2.35], [-1.76, 2.70, -1.97], [-0.55, 2.24, -2.34], [0.10, 2.43, -3.68], [1.60, 2.65, -3.73], [2.41, 1.99, -3.26], [2.10, 4.18, -4.84], [0.05, 1.64, -1.11], [1.18, 1.73, -0.74], [-1.01, 1.31, -0.25], [-2.16, 1.89, -0.79], [-3.26, 1.52, -0.51], [-5.74, 4.49, -2.87], [-5.25, 6.06, -3.49], [-6.32, 5.03, -4.47], [-3.53, 5.10, -4.78], [-4.55, 3.77, -5.30], [-1.58, 5.50, -2.68], [0.01, 1.47, -4.23], [-0.45, 3.16, -4.28], [2.43, -3.92, 2.37], [2.00, -2.67, 2.94], [1.81, -1.70, 2.05], [1.96, -1.80, 0.86], [1.41, -0.61, 2.70], [1.18, 0.53, 1.86], [2.54, -4.61, 3.20], [1.69, -4.29, 1.66], [3.38, -3.79, 1.86], [0.40, 0.31, 1.13], [2.09, 0.83, 1.35], [0.85, 1.33, 2.52], [0.71, -3.57, 5.37], [0.18, -3.84, 6.68], [0.50, -5.04, 7.13], [1.18, -5.84, 6.53], [-0.02, -5.22, 8.34], [0.27, -6.49, 8.93], [0.39, -2.57, 5.09], [1.80, -3.62, 5.40], [0.32, -4.30, 4.66], [1.34, -6.62, 9.06], [-0.12, -7.30, 8.32], [-0.22, -6.48, 9.90], [2.82, -7.75, 5.25], [3.88, -8.57, 4.73], [4.25, -8.26, 3.50], [3.79, -7.37, 2.82], [5.23, -9.08, 3.12], [5.73, -8.84, 1.80], [2.62, -8.11, 6.26], [3.13, -6.71, 5.28], [1.93, -7.86, 4.63], [6.14, -7.84, 1.72], [4.94, -8.96, 1.06], [6.51, -9.58, 1.64], [-3.70, 7.40, -8.51], [-3.25, 7.23, -7.16], [-2.65, 8.30, -6.64], [-2.48, 9.35, -7.20], [-2.29, 8.01, -5.39], [-1.63, 9.08, -4.69], [-4.16, 6.45, -8.78], [-4.43, 8.20, -8.57], [-2.87, 7.62, -9.17], [-2.29, 9.94, -4.61], [-0.72, 9.36, -5.21], [-1.41, 8.69, -3.71]], "mulliken_charge": [-1.11, 0.00, -0.54, 0.35, -0.50, 0.52, 0.12, -0.56, 0.26, -0.35, -0.21, 0.52, -0.50, -0.33, 0.11, -0.52, 0.30, 0.27, 0.35, 0.21, 0.34, 0.31, 0.35, 0.57, -0.55, -0.24, 0.69, -0.57, -0.33, -0.61, 0.03, 0.35, 0.35, 0.31, 0.32, 0.27, -0.55, -0.35, 0.78, -0.51, -0.35, -0.62, 0.23, 0.29, 0.31, 0.29, 0.29, 0.20, -0.54, -0.32, 0.77, -0.53, -0.35, -0.62, 0.23, 0.26, 0.32, 0.29, 0.29, 0.21, -0.67, -0.21, 0.66, -0.56, -0.18, -0.66, 0.20, 0.31, 0.30, 0.31, 0.32, 0.17]}

=====

# 2
{"formula": "C20H32BCdF4IN9O2S3", "method": "wB97M-V/def2-TZVPD", "charge": -1, "max_force_ha_per_bohr": 0.015, "relative_energy_kj_mol": 15.3, "homo_lumo_gap_ha": 0.2783, "species": ["Cd", "C", "C", "N", "N", "C", "S", "N", "N", "H", "H", "H", "H", "H", "H", "N", "C", "C", "C", "N", "H", "H", "H", "H", "H", "H", "H", "H", "H", "H", "I", "C", "C", "N", "N", "C", "H", "H", "H", "O", "S", "O", "N", "C", "S", "C", "C", "C", "C", "C", "C", "H", "H", "H", "H", "C", "C", "C", "C", "H", "H", "H", "H", "H", "H", "H", "H", "H", "F", "B", "F", "F", "F"], "xyz": [[-1.29, -1.50, -0.20], [2.45, 2.71, 3.10], [1.02, 2.71, 3.46], [0.49, 3.34, 4.46], [-0.83, 3.01, 4.41], [-1.14, 2.20, 3.38], [-2.63, 1.59, 2.98], [0.06, 1.99, 2.77], [0.29, 1.16, 1.69], [3.02, 3.10, 3.94], [2.64, 3.33, 2.23], [2.78, 1.70, 2.86], [-1.49, 3.38, 5.07], [-0.61, 0.91, 1.27], [0.84, 1.68, 0.96], [-2.95, -1.81, 1.53], [-4.39, -1.91, 1.21], [-4.91, -0.61, 0.61], [-4.29, -0.25, -0.73], [-2.92, 0.28, -0.56], [-2.66, -2.66, 2.00], [-2.79, -1.03, 2.16], [-4.97, -2.13, 2.11], [-4.53, -2.72, 0.50], [-4.74, 0.21, 1.32], [-5.99, -0.70, 0.48], [-4.93, 0.48, -1.23], [-4.24, -1.15, -1.36], [-2.92, 1.00, 0.16], [-2.62, 0.74, -1.42], [1.81, -3.33, 5.84], [1.22, -2.62, 3.98], [2.05, -2.36, 2.91], [1.24, -1.93, 1.92], [-0.04, -1.89, 2.29], [-0.07, -2.30, 3.54], [3.11, -2.46, 2.80], [1.48, -1.63, 0.99], [-1.00, -2.35, 4.09], [3.69, 1.51, -0.29], [3.15, 2.81, -0.59], [3.82, 3.93, 0.02], [1.54, 2.85, -0.26], [0.82, 3.06, -1.35], [-0.85, 3.16, -1.36], [1.62, 3.21, -2.59], [1.18, 3.44, -3.88], [2.12, 3.53, -4.90], [3.48, 3.38, -4.64], [3.92, 3.15, -3.35], [2.98, 3.07, -2.35], [0.12, 3.55, -4.07], [1.79, 3.70, -5.92], [4.19, 3.43, -5.45], [4.98, 3.03, -3.12], [1.52, -3.45, -1.16], [1.06, -2.34, -2.11], [2.22, -1.91, -3.02], [0.50, -1.12, -1.37], [1.82, -4.34, -1.72], [0.71, -3.74, -0.49], [2.38, -3.11, -0.58], [0.26, -2.76, -2.75], [3.00, -1.42, -2.43], [1.87, -1.20, -3.77], [2.66, -2.77, -3.54], [0.17, -0.39, -2.12], [1.32, -0.64, -0.83], [-2.49, -2.72, -2.13], [-2.74, -3.99, -1.52], [-4.09, -4.10, -1.20], [-2.32, -5.01, -2.35], [-1.96, -3.98, -0.31]], "mulliken_charge": [2.80, -1.08, 0.99, -0.91, 0.21, 0.15, -0.54, 0.23, 0.40, 0.40, 0.16, 0.26, 0.16, -0.32, 0.00, -0.47, -0.83, -0.47, -0.73, -0.61, 0.22, -0.08, 0.39, 0.35, 0.20, 0.39, 0.42, 0.29, 0.04, 0.17, 0.07, -0.80, -0.32, 0.27, 0.04, -0.34, 0.49, -0.15, 0.48, -0.66, 1.06, -0.69, -0.46, 0.29, -0.45, 0.24, -0.70, -0.52, -0.46, -0.71, 0.24, 0.43, 0.38, 0.39, 0.43, -1.44, 1.07, -1.64, -1.81, 0.45, 0.21, 0.27, 0.14, 0.30, 0.40, 0.43, 0.68, 0.24, -0.42, 0.56, -0.38, -0.35, -0.44]}

=====

# 3
{"formula": "C20H32BF14NO16S2Zr", "method": "wB97M-V/def2-TZVPD", "charge": -2, "max_force_ha_per_bohr": 0.198, "relative_energy_kj_mol": 929.9, "homo_lumo_gap_ha": 0.0987, "species": ["Zr", "N", "S", "O", "O", "F", "S", "O", "O", "F", "B", "H", "H", "H", "H", "O", "C", "C", "O", "H", "H", "H", "H", "O", "C", "C", "O", "H", "H", "H", "H", "C", "C", "O", "C", "O", "C", "F", "F", "F", "H", "H", "H", "H", "H", "C", "C", "O", "C", "O", "C", "F", "F", "F", "H", "H", "H", "H", "H", "C", "C", "O", "C", "O", "C", "F", "F", "F", "H", "H", "H", "H", "H", "C", "C", "O", "C", "O", "C", "F", "F", "F", "H", "H", "H", "H", "H"], "xyz": [[0.09, 0.02, 0.71], [-1.37, 0.94, 1.87], [-1.94, 2.47, 2.29], [-1.94, 2.87, 3.67], [-2.93, 2.94, 1.33], [-0.56, 3.23, 1.87], [-2.68, 0.29, 2.91], [-4.05, 0.65, 2.78], [-2.15, -0.18, 4.25], [-2.74, -1.09, 2.14], [0.00, 1.48, -0.96], [0.48, 1.93, -0.10], [-0.02, 2.10, -1.84], [0.54, 0.57, -1.14], [-1.00, 1.21, -0.66], [0.01, -1.87, 1.74], [0.28, -3.13, 2.38], [-0.57, -3.63, 3.71], [-0.76, -2.72, 4.77], [1.33, -3.10, 2.66], [0.27, -3.92, 1.63], [-0.10, -4.54, 4.09], [-1.49, -3.99, 3.24], [0.54, 0.17, 4.97], [1.31, 1.14, 4.31], [2.36, 0.90, 3.10], [1.83, 0.75, 1.79], [1.74, 1.75, 5.11], [0.57, 1.84, 3.93], [2.90, -0.03, 3.32], [3.10, 1.70, 3.11], [3.58, -4.88, -0.60], [2.62, -3.69, -0.71], [3.32, -2.62, -1.31], [2.98, -1.34, -1.16], [1.91, -1.00, -0.57], [3.96, -0.36, -1.84], [4.12, 0.80, -1.16], [5.13, -0.90, -2.04], [3.56, -0.07, -3.07], [3.20, -5.90, -0.69], [4.15, -4.67, 0.30], [4.34, -4.81, -1.38], [2.28, -3.46, 0.29], [1.72, -3.86, -1.29], [-7.29, -1.75, 0.98], [-5.90, -1.34, 0.58], [-5.87, -0.25, -0.38], [-4.69, 0.36, -0.67], [-3.63, 0.04, -0.13], [-4.83, 1.40, -1.82], [-6.15, 1.60, -2.06], [-4.32, 2.53, -1.45], [-4.20, 1.05, -2.90], [-7.23, -2.70, 1.50], [-8.03, -1.72, 0.17], [-7.85, -1.09, 1.65], [-5.41, -2.28, 0.30], [-5.31, -1.01, 1.43], [-2.10, -0.50, -4.86], [-1.63, -0.52, -3.42], [-2.11, -1.69, -2.85], [-1.80, -2.02, -1.57], [-0.93, -1.40, -0.95], [-2.50, -3.33, -1.07], [-1.63, -4.32, -1.17], [-2.77, -3.12, 0.19], [-3.55, -3.62, -1.77], [-3.15, -0.79, -4.94], [-1.58, -1.20, -5.51], [-2.07, 0.46, -5.37], [-1.96, 0.35, -2.87], [-0.54, -0.48, -3.32], [3.78, 3.83, 0.51], [3.58, 4.08, -1.01], [4.90, 4.04, -1.62], [5.52, 5.25, -1.85], [5.04, 6.35, -1.64], [6.92, 5.05, -2.40], [7.80, 4.70, -1.44], [6.92, 4.05, -3.33], [7.36, 6.23, -2.90], [4.18, 4.74, 0.97], [4.36, 2.94, 0.73], [2.84, 3.69, 1.03], [3.06, 5.04, -1.09], [2.85, 3.39, -1.44]], "mulliken_charge": [1.10, -0.03, 0.67, -0.51, -0.54, -0.24, 0.45, -0.59, -0.32, -0.10, 2.76, -0.07, -0.29, -0.34, -0.66, -0.28, -0.75, -0.82, -0.79, 0.33, 0.27, 0.27, 0.09, -0.77, -0.62, -0.61, -0.36, 0.51, -0.03, 0.20, 0.16, -1.38, 0.47, -0.29, 0.26, -0.74, 0.80, -0.21, -0.27, -0.27, 0.36, 0.35, 0.34, -0.11, 0.18, -1.54, 0.57, -0.36, 0.59, -0.35, 0.66, -0.29, -0.20, -0.22, 0.40, 0.34, 0.35, 0.00, 0.05, -1.70, 0.69, -0.31, 0.41, 0.04, 0.73, -0.28, -0.08, -0.27, 0.35, 0.41, 0.39, -0.01, 0.04, -1.01, -0.12, -0.21, 0.26, -0.54, 0.89, -0.24, -0.23, -0.24, 0.42, 0.25, 0.23, 0.37, 0.18]}